1.
100
Properties=species:S:1:pos:R:3:forces:R:3:mulliken_charge:R:1 method="wB97M-V/def2-TZVPD" e_tot_ev=-47692.47845 charge=0 e_lumo_ev=-0.695 homo_energy_ev=-8.4 max_force_ha_per_bohr=0.073 gap_ev=7.7
O -8.776 -11.838 -3.114 0.50 -1.01 -1.54 -0.421
H -9.554 -12.411 -3.242 -0.10 0.14 0.23 0.438
H -8.918 -11.199 -2.318 -1.08 1.59 3.23 0.147
H -7.995 -12.385 -2.929 -0.12 -0.05 0.03 0.439
C -8.975 -8.317 -1.540 -0.92 1.04 -0.08 -0.324
C -8.859 -9.410 -0.497 -0.01 -0.27 -0.61 0.481
O -9.386 -10.634 -0.897 0.47 -0.75 -1.74 -0.276
H -10.021 -8.003 -1.638 -0.14 -0.21 0.06 0.017
H -8.694 -8.527 -2.574 0.57 -0.29 0.21 -0.663
H -8.498 -7.408 -1.162 0.40 -0.04 -0.28 0.624
H -9.423 -8.993 0.348 0.21 -0.29 0.39 -0.578
H -7.801 -9.513 -0.219 0.05 0.07 0.28 0.230
C -11.154 -10.762 2.398 0.34 1.07 -1.24 -0.572
C -10.862 -9.685 3.464 -0.29 -1.69 -0.54 0.368
C -10.999 -8.224 3.056 -0.49 -0.57 -0.52 -0.596
O -10.653 -7.474 4.191 -0.10 0.34 -0.34 -0.381
C -11.023 -6.114 4.139 0.56 -0.01 0.76 -0.758
N -11.701 -10.033 4.623 1.46 0.35 -0.19 -0.729
H -10.569 -11.661 2.586 -0.38 -0.14 0.40 0.221
H -10.853 -10.471 1.385 0.31 0.30 0.09 -0.315
H -12.215 -10.962 2.238 -0.06 -0.23 0.58 0.352
H -9.831 -9.865 3.779 0.07 0.27 0.08 0.281
H -12.037 -8.068 2.727 -0.24 0.23 0.36 0.138
H -10.418 -7.939 2.170 0.46 -0.14 0.13 0.475
H -10.752 -5.745 5.129 -0.38 0.20 0.03 0.273
H -12.090 -5.985 3.949 -0.03 0.02 -0.04 0.315
H -10.425 -5.510 3.451 -0.08 -0.26 -0.42 0.273
H -12.678 -9.893 4.404 -0.03 0.36 0.27 0.279
H -11.316 -9.387 5.304 -1.11 -0.04 0.63 0.323
C -6.173 -5.970 -7.883 -0.10 0.02 -0.04 -1.138
C -5.428 -5.789 -6.555 1.14 0.20 -0.32 0.546
C -4.947 -7.084 -5.865 -1.80 0.66 -0.37 -0.693
O -6.166 -7.710 -5.468 -0.28 -0.15 0.02 -0.226
C -6.144 -8.490 -4.306 0.76 -0.24 0.28 -0.642
N -4.284 -4.947 -6.830 1.06 1.05 -0.21 -0.707
H -7.025 -6.640 -7.783 0.08 -0.10 -0.08 0.132
H -5.523 -6.286 -8.704 0.23 -0.60 0.35 0.315
H -6.519 -5.021 -8.298 -0.20 0.21 0.59 0.368
H -6.040 -5.221 -5.853 -0.22 -0.23 0.03 0.238
H -4.329 -6.849 -4.996 0.08 0.03 0.00 0.382
H -4.383 -7.652 -6.611 0.04 -0.42 0.22 0.234
H -5.887 -7.953 -3.385 0.22 0.43 -0.19 0.376
H -5.390 -9.274 -4.435 -0.22 -0.35 0.23 0.378
H -7.130 -8.895 -4.084 -0.03 -0.17 -0.55 -0.063
H -3.579 -5.332 -7.448 -0.39 -0.33 -0.27 0.238
H -3.750 -4.654 -6.022 -0.39 -0.03 0.28 0.246
C -10.331 -7.495 -7.253 1.25 -0.71 -0.47 -1.403
C -11.145 -7.198 -6.019 0.04 0.58 -0.62 0.874
C -12.612 -7.456 -6.451 0.71 0.32 0.67 -1.217
O -13.566 -7.193 -5.424 0.20 -0.56 -0.66 -0.233
C -13.652 -5.835 -5.111 0.30 1.26 -0.06 -0.845
N -10.826 -7.999 -4.832 -0.85 -0.58 -1.52 -0.145
H -10.451 -6.810 -8.094 -0.44 0.31 0.29 0.455
H -10.536 -8.487 -7.664 -0.05 -0.11 0.20 0.345
H -9.256 -7.466 -7.052 0.00 -0.09 0.21 0.082
H -10.907 -6.161 -5.755 -0.65 0.35 -0.29 0.238
H -12.611 -8.504 -6.755 -0.53 -0.19 0.53 0.449
H -12.872 -6.910 -7.362 0.14 0.38 0.08 0.415
H -13.220 -5.178 -5.874 0.10 -0.26 -0.26 0.407
H -13.094 -5.580 -4.204 -0.16 -0.18 0.21 0.253
H -14.679 -5.474 -5.026 -0.14 -0.51 0.26 0.291
H -9.892 -7.859 -4.479 -0.16 0.39 0.25 0.014
H -11.583 -7.745 -4.215 0.55 -0.18 0.74 -0.089
C -14.014 -9.083 -3.053 -0.73 0.99 0.81 -1.557
C -12.685 -8.943 -2.303 -1.14 -0.12 -0.97 1.107
C -12.870 -8.864 -0.776 -0.12 0.37 0.85 -0.291
O -14.074 -8.183 -0.393 0.82 0.09 -0.21 -0.476
C -14.007 -6.769 -0.513 -0.38 -0.79 -0.07 -0.578
N -11.867 -10.044 -2.716 1.37 -0.99 0.43 -0.621
H -14.538 -8.122 -3.040 -0.12 0.00 0.24 0.214
H -14.651 -9.784 -2.514 0.00 -0.30 -0.40 0.416
H -13.927 -9.260 -4.122 0.38 -0.58 0.17 0.337
H -12.263 -8.011 -2.700 0.11 0.39 0.75 -0.023
H -11.985 -8.421 -0.300 0.04 0.64 -0.24 0.127
H -12.917 -9.769 -0.169 -0.21 -0.75 -1.06 0.344
H -15.056 -6.476 -0.536 0.15 0.47 0.03 0.264
H -13.514 -6.475 -1.443 -0.02 0.15 -0.01 0.169
H -13.490 -6.333 0.345 0.03 0.13 -0.01 0.234
H -11.494 -9.876 -3.645 -0.33 0.16 -0.16 0.553
H -11.033 -10.095 -2.132 -0.03 -0.22 0.32 -0.084
C -9.034 -15.206 1.206 -0.41 0.16 -0.25 -1.374
C -7.667 -14.810 1.729 -0.17 -0.28 -0.20 0.585
C -7.246 -13.488 1.099 -0.15 0.33 -0.11 -0.367
O -6.084 -12.992 1.729 0.47 -0.19 0.10 -0.398
C -5.633 -11.753 1.257 -0.07 1.18 0.77 -0.664
N -7.674 -14.731 3.205 0.91 0.21 -0.30 -0.778
H -9.108 -15.157 0.117 0.28 -0.19 -0.06 0.333
H -9.809 -14.515 1.533 0.10 -0.15 0.47 0.228
H -9.297 -16.213 1.529 -0.04 0.03 0.03 0.390
H -6.991 -15.596 1.375 0.35 0.13 0.08 0.279
H -8.060 -12.754 1.140 -0.06 0.11 0.28 0.177
H -7.058 -13.629 0.027 0.09 -0.19 -0.09 0.230
H -4.740 -11.405 1.782 0.47 -0.98 -0.10 0.344
H -6.270 -10.922 1.587 -0.80 -0.21 -0.59 0.209
H -5.453 -11.710 0.181 -0.14 -0.14 -0.10 0.262
H -7.233 -15.572 3.565 -0.48 -0.30 0.00 0.273
H -6.933 -14.065 3.420 -0.27 0.34 0.16 0.308
O -11.017 -12.874 -0.056 0.01 -0.06 -0.35 -0.691
H -10.503 -12.074 -0.263 0.09 0.33 -0.01 0.360
H -10.751 -13.104 0.835 -0.06 0.05 0.05 0.227

=====

2.
18
Properties=species:S:1:pos:R:3:forces:R:3:mulliken_charge:R:1 method="wB97M-V/def2-TZVPD" e_tot_ev=-6411.30816 charge=0 e_lumo_ev=0.518 homo_energy_ev=-8.0 max_force_ha_per_bohr=0.056 gap_ev=8.5
C -0.447 -1.935 -0.932 1.05 -2.69 0.22 0.190
C 0.114 1.080 0.841 -0.40 0.14 0.91 0.203
C 0.952 -2.352 -0.484 -1.36 0.22 -0.94 -1.013
C -0.669 -0.933 -1.739 0.04 -0.70 0.32 -0.944
C 0.577 2.241 0.060 -1.82 -0.94 0.91 -1.173
C -0.771 1.447 2.016 0.79 -0.07 0.57 -0.955
H 1.275 -3.192 -1.110 -0.17 0.06 -0.07 0.348
H 0.884 -2.767 0.515 0.70 0.60 0.49 0.269
H 1.582 -1.508 -0.756 0.53 -0.11 1.01 0.266
H 0.082 -0.260 -2.019 1.02 1.00 -0.20 0.257
H -1.553 -0.939 -2.273 -1.95 0.56 -0.86 0.313
H -1.175 -2.762 -0.781 0.04 1.00 -0.05 0.300
H 0.531 2.149 -0.983 -0.18 -0.57 -1.61 0.329
H 0.128 3.138 0.351 -0.54 1.85 0.42 0.407
H 1.598 2.248 0.250 2.31 0.12 0.63 0.326
H -0.540 0.851 2.916 -0.08 -0.47 -0.62 0.293
H -1.727 1.020 1.628 0.19 0.50 0.34 0.243
H -0.840 2.475 2.501 -0.17 -0.51 -1.45 0.340

=====

Repeat the second record exactly.
18
Properties=species:S:1:pos:R:3:forces:R:3:mulliken_charge:R:1 method="wB97M-V/def2-TZVPD" e_tot_ev=-6411.30816 charge=0 e_lumo_ev=0.518 homo_energy_ev=-8.0 max_force_ha_per_bohr=0.056 gap_ev=8.5
C -0.447 -1.935 -0.932 1.05 -2.69 0.22 0.190
C 0.114 1.080 0.841 -0.40 0.14 0.91 0.203
C 0.952 -2.352 -0.484 -1.36 0.22 -0.94 -1.013
C -0.669 -0.933 -1.739 0.04 -0.70 0.32 -0.944
C 0.577 2.241 0.060 -1.82 -0.94 0.91 -1.173
C -0.771 1.447 2.016 0.79 -0.07 0.57 -0.955
H 1.275 -3.192 -1.110 -0.17 0.06 -0.07 0.348
H 0.884 -2.767 0.515 0.70 0.60 0.49 0.269
H 1.582 -1.508 -0.756 0.53 -0.11 1.01 0.266
H 0.082 -0.260 -2.019 1.02 1.00 -0.20 0.257
H -1.553 -0.939 -2.273 -1.95 0.56 -0.86 0.313
H -1.175 -2.762 -0.781 0.04 1.00 -0.05 0.300
H 0.531 2.149 -0.983 -0.18 -0.57 -1.61 0.329
H 0.128 3.138 0.351 -0.54 1.85 0.42 0.407
H 1.598 2.248 0.250 2.31 0.12 0.63 0.326
H -0.540 0.851 2.916 -0.08 -0.47 -0.62 0.293
H -1.727 1.020 1.628 0.19 0.50 0.34 0.243
H -0.840 2.475 2.501 -0.17 -0.51 -1.45 0.340